1.
ORCA calculation (ωB97M-V with the def2-TZVPD basis set) on a cluster of 3 separate species, C19H43BO2 in total.

Last column: natural (NBO) charge in e.
Cartesian coordinates (Å):
O: -2.977 -0.393 0.252  -0.530
O: -3.282 -2.387 1.222  -0.533
C: -0.291 5.162 3.137  -0.397
C: -1.304 6.005 5.956  -0.610
C: 0.884 1.356 -0.692  -0.801
C: 1.718 -0.697 0.868  -1.030
C: 1.151 -4.570 -3.922  -0.398
C: -1.582 -4.191 -2.456  -0.613
C: -3.146 -1.731 0.238  0.655
C: -1.953 0.069 -0.651  -0.068
C: -1.657 1.534 -0.340  -0.426
C: 1.333 -1.139 -1.776  -1.025
C: -0.909 -5.533 -2.716  -0.400
C: 0.764 -5.056 -5.319  -0.398
C: 1.880 3.817 3.204  -0.612
C: 0.123 6.201 5.457  -0.399
C: -0.268 1.769 0.252  -0.372
C: 0.615 -5.426 -2.772  -0.397
C: 0.224 6.359 3.941  -0.396
C: 0.379 3.830 3.472  -0.401
C: 1.280 -6.454 -5.644  -0.610
B: 1.316 -0.153 -0.549  0.931
H: 0.510 -0.921 -2.464  0.227
H: -0.096 3.047 2.877  0.203
H: 0.742 5.361 5.785  0.193
H: -1.351 -3.465 -3.238  0.200
H: 2.243 -4.539 -3.851  0.200
H: -0.323 -5.034 -5.433  0.192
H: 0.551 7.090 5.928  0.202
H: -1.241 -3.777 -1.502  0.199
H: 1.826 0.059 1.648  0.224
H: -2.279 -0.081 -1.684  0.183
H: -0.146 5.373 2.072  0.198
H: 0.625 1.630 -1.722  0.210
H: 0.189 3.568 4.516  0.196
H: -3.192 -2.151 -0.784  0.097
H: -0.180 2.824 0.515  0.210
H: -1.748 5.090 5.559  0.201
H: 1.767 1.951 -0.421  0.249
H: 1.020 -6.745 -6.662  0.210
H: 0.931 -1.393 1.192  0.252
H: 2.309 2.836 3.412  0.210
H: -1.186 -6.230 -1.921  0.205
H: 0.966 -5.002 -1.825  0.199
H: -2.415 1.874 0.365  0.234
H: 1.049 -6.427 -2.832  0.202
H: 2.631 -1.299 0.824  0.244
H: 0.815 -3.537 -3.798  0.201
H: 2.368 -6.497 -5.551  0.201
H: 0.861 -7.204 -4.972  0.201
H: 2.090 4.058 2.159  0.199
H: 1.257 -2.186 -1.471  0.228
H: -0.192 1.211 1.193  0.202
H: 1.265 6.559 3.673  0.200
H: -1.370 5.062 3.279  0.201
H: -1.290 -5.967 -3.645  0.195
H: -1.940 6.840 5.652  0.201
H: -1.337 5.939 7.044  0.210
H: 2.258 -1.031 -2.355  0.258
H: 2.408 4.543 3.823  0.203
H: -0.340 7.247 3.639  0.200
H: -1.065 -0.548 -0.484  0.176
H: -1.771 2.135 -1.246  0.205
H: -2.668 -4.288 -2.406  0.210
H: 1.156 -4.347 -6.053  0.202

As for the net charge: 0. Its frontier orbital gap is 11.1585 eV. Its structure (SMILES) is CB(C)CCCCOC=O.CCCCCC.CCCCCC. As for the spin multiplicity: 1. For the HOMO energy, the calculation gives -10.60 eV. Its LUMO energy is 0.6 eV.

***

2.
ORCA calculation (ωB97M-V with the def2-TZVPD basis set) on a cluster of 6 separate species, C19H43F3N6O7S in total in a non-equilibrium geometry.

Last column: Mulliken charge in e.
Cartesian coordinates (Å):
S: 19.105 5.566 14.569  1.425
F: 20.989 6.495 16.159  -0.179
F: 20.489 7.802 14.500  -0.227
F: 21.671 6.004 14.159  -0.199
O: 18.883 5.763 13.134  -0.725
O: 18.159 6.144 15.486  -0.721
O: 14.140 4.399 15.007  -0.391
O: 21.143 2.015 18.791  -0.365
O: 14.895 9.001 13.830  -0.389
O: 18.845 3.801 10.719  -0.365
O: 19.513 4.193 14.860  -0.602
N: 20.801 4.995 11.042  -0.022
N: 16.195 7.935 12.277  -0.056
N: 19.986 12.957 12.994  0.111
N: 15.386 3.086 16.462  -0.087
N: 21.962 12.271 13.570  0.219
N: 21.127 1.292 16.577  -0.095
C: 20.115 13.140 14.346  -0.422
C: 21.804 3.682 17.188  -0.594
C: 20.657 6.526 14.878  0.191
C: 17.127 9.771 13.936  -0.927
C: 23.346 11.824 13.447  -0.675
C: 19.618 4.511 10.178  0.662
C: 24.328 12.995 13.492  -1.064
C: 16.297 4.160 17.048  -0.708
C: 14.914 3.515 15.086  0.617
C: 15.873 6.533 12.776  -0.804
C: 21.334 2.357 17.686  0.498
C: 19.731 4.788 8.724  -1.281
C: 16.003 8.933 13.430  0.600
C: 15.704 2.930 13.952  -1.065
C: 21.121 12.407 12.556  -0.145
C: 21.481 3.876 11.756  -0.921
C: 21.347 12.723 14.712  -0.392
C: 18.750 13.096 12.204  -0.898
C: 21.471 -0.094 17.027  -0.890
H: 21.720 3.796 16.108  -0.039
H: 16.337 3.911 18.107  0.396
H: 17.330 9.599 14.996  0.343
H: 19.355 13.545 14.994  0.455
H: 25.361 12.675 13.418  0.377
H: 15.513 8.139 11.538  0.385
H: 17.279 4.112 16.587  0.141
H: 15.238 3.260 13.024  0.316
H: 21.234 -0.222 18.077  0.361
H: 21.810 3.173 10.999  0.407
H: 14.792 6.440 12.813  0.383
H: 17.124 8.030 11.866  0.353
H: 21.738 1.475 15.782  0.394
H: 16.964 10.845 13.869  0.247
H: 19.942 5.843 8.529  0.408
H: 20.898 -0.825 16.456  0.375
H: 21.198 4.442 17.672  0.290
H: 23.466 11.232 12.539  0.373
H: 21.800 12.671 15.686  0.501
H: 20.148 1.379 16.299  0.276
H: 24.116 13.591 12.598  0.332
H: 16.253 6.460 13.791  0.112
H: 20.473 5.732 11.681  0.216
H: 22.318 4.334 12.283  0.393
H: 20.859 3.483 12.553  0.330
H: 16.683 3.424 13.927  0.179
H: 22.873 3.781 17.390  0.426
H: 22.509 -0.323 16.803  0.351
H: 14.569 2.926 17.065  0.397
H: 15.746 1.843 13.956  0.478
H: 23.557 11.084 14.225  0.344
H: 18.877 4.450 8.149  0.381
H: 18.102 9.582 13.473  0.284
H: 17.900 12.940 12.861  0.301
H: 15.861 2.187 16.358  0.361
H: 21.456 5.441 10.392  0.437
H: 18.698 12.450 11.337  0.356
H: 20.598 4.218 8.359  0.373
H: 16.347 5.844 12.088  0.454
H: 24.130 13.635 14.348  0.363
H: 21.447 12.321 11.531  0.499
H: 15.756 5.091 16.925  0.402
H: 18.761 14.145 11.907  0.374

As for the net charge: +4. Its frontier orbital gap is 9.6550 eV. As for the spin multiplicity: 1. For the HOMO energy, the calculation gives -18.94 eV. Its LUMO energy is -9.3 eV.

***

3.
ORCA calculation (ωB97M-V with the def2-TZVPD basis set) on a cluster of 4 separate species, C19H43F3O5PS2 in total.

Last column: Mulliken charge in e.
Cartesian coordinates (Å):
S: -1.104 -8.518 -4.534  -0.184
S: 0.818 -5.745 -3.495  0.174
P: -0.709 -6.691 -4.828  0.206
F: 0.951 -5.833 -0.909  -0.181
F: -0.350 -7.361 -1.690  -0.162
F: 1.781 -7.557 -1.917  -0.183
O: -1.279 -1.817 -0.670  -0.315
O: -0.140 6.249 4.775  -0.354
O: 5.609 -4.438 -5.068  -0.522
O: 3.734 -4.513 -3.834  -0.098
O: -1.659 2.598 0.229  -0.299
C: 5.460 -6.102 -3.333  -0.989
C: 0.130 -4.118 -3.009  -1.021
C: -0.915 -0.715 0.163  0.220
C: 3.579 -3.091 -3.711  -0.769
C: -3.716 -1.536 -0.400  -1.175
C: -0.735 -1.078 1.624  -1.247
C: -2.175 4.058 -1.691  -1.199
C: -1.886 4.387 1.917  -0.923
C: 5.006 -4.945 -4.173  0.595
C: 0.776 -6.716 -1.875  0.755
C: -0.984 3.584 1.000  -0.421
C: 0.850 5.703 5.630  -0.325
C: -2.669 3.077 -0.644  -0.207
C: -2.506 -2.451 -0.338  -0.237
C: -0.843 7.376 5.275  -0.329
C: 0.318 5.212 6.965  -1.075
C: 1.246 -3.138 -2.691  0.081
C: 2.118 -2.753 -3.895  -0.826
C: 0.038 8.569 5.596  -1.082
H: 1.127 4.755 7.537  0.395
H: -3.654 -0.730 0.332  0.263
H: -1.377 3.614 -2.289  0.303
H: -0.410 4.252 0.348  0.308
H: -0.093 6.023 7.567  0.270
H: 0.733 -2.274 -2.259  -0.108
H: -0.581 9.408 5.915  0.384
H: -0.408 -0.196 2.176  0.385
H: -1.442 7.098 6.150  0.317
H: 3.913 -2.801 -2.707  0.367
H: -1.630 0.103 0.057  -0.131
H: 0.743 8.356 6.400  0.272
H: -2.439 -2.927 0.646  0.337
H: -0.014 -6.346 -5.993  0.146
H: 6.516 -6.284 -3.510  0.340
H: -1.794 4.977 -1.245  0.279
H: 1.761 -3.251 -4.805  0.341
H: -1.544 7.636 4.481  0.316
H: -1.698 -5.705 -4.687  0.129
H: 2.040 -1.680 -4.079  0.419
H: 5.271 -5.898 -2.279  0.295
H: -2.616 4.976 1.360  0.291
H: 1.879 -3.557 -1.905  0.370
H: -4.621 -2.106 -0.187  0.410
H: 4.885 -6.991 -3.604  0.260
H: -0.563 -4.265 -2.180  0.301
H: 1.664 6.420 5.785  0.300
H: -0.260 3.023 1.592  0.301
H: -1.661 -1.425 2.082  0.304
H: -3.810 -1.089 -1.390  0.312
H: -3.059 2.181 -1.132  0.288
H: -3.496 3.514 -0.073  0.316
H: 0.029 -0.355 -0.248  0.342
H: -0.431 -3.805 -3.895  0.789
H: -2.995 4.331 -2.356  0.411
H: -2.429 3.728 2.596  0.274
H: -2.618 -3.253 -1.072  0.257
H: 0.607 8.874 4.716  0.309
H: -1.287 5.077 2.514  0.266
H: 1.267 4.867 5.068  0.330
H: 4.196 -2.582 -4.451  0.436
H: -0.466 4.468 6.816  0.291
H: 0.017 -1.860 1.744  0.310

As for the net charge: +1. Its frontier orbital gap is 6.8449 eV. As for the spin multiplicity: 1. For the HOMO energy, the calculation gives -10.91 eV. Its LUMO energy is -4.1 eV.